Entry 1:
The following is a DFT calculation (ωB97M-V/def2-TZVPD) of a 4-piece molecular cluster, C5H16NO2 overall.

Structure (XYZ):
```
24
C5H16NO2 | the OMol25 dataset | ωB97M-V/def2-TZVPD
C 2.01 -2.33 -1.17
C 2.68 -1.04 -0.97
C 1.77 0.11 -0.43
C 2.13 0.91 0.62
C 1.25 1.94 1.33
N -1.67 -0.54 -2.04
H 1.76 -2.89 -0.19
H 2.39 -3.01 -1.91
H 3.15 -0.84 -2.00
H 3.61 -1.16 -0.27
H 0.71 0.11 -0.81
H 3.06 0.55 1.05
H 1.59 2.15 2.35
H 0.19 1.58 1.49
H 1.27 2.74 0.78
H -2.06 0.25 -2.51
H 1.01 -2.07 -1.52
H -2.34 -1.35 -2.18
H -6.32 0.78 2.32
H -5.27 1.01 3.33
O -6.22 1.30 3.08
H -2.05 1.01 0.50
H -1.52 -0.10 -1.09
O -1.12 0.89 0.24
```

Calculated values
Energy relative to the best compared isomer or geometry (same formula, charge and spin)   9.583 eV
HOMO   -0.500 hartree
Gap between HOMO and LUMO   0.1455 Eh
LUMO   -9.646 eV
Net charge   +1

Atom charges from the Löwdin analysis, given in e for atoms 1 to 8: atom 1 (C): -0.13, atom 2 (C): -0.23, atom 3 (C): 0.05, atom 4 (C): 0.02, atom 5 (C): 0.02, atom 6 (N): 0.13, atom 7 (H): 0.13, atom 8 (H): 0.08

Entry 2:
The following is a DFT calculation (ωB97M-V/def2-TZVPD) of a 2-piece molecular cluster, C5H8N overall.

Structure (XYZ):
```
14
C5H8N | the OMol25 dataset | ωB97M-V/def2-TZVPD
C -0.27 -0.38 1.58
C 0.46 -0.54 0.59
C 1.98 -1.31 -1.07
C -1.10 0.00 2.64
C -0.64 1.33 -1.75
N 1.38 -0.61 -0.25
H 2.95 -1.04 -1.35
H 1.51 -2.24 -1.59
H -1.79 -0.80 2.86
H -0.51 0.26 3.42
H -1.74 1.02 2.42
H -0.28 0.98 -2.71
H -1.40 0.76 -1.14
H -0.32 2.30 -1.31
```

Calculated values
Energy relative to the best compared isomer or geometry (same formula, charge and spin)   3.684 eV
HOMO (alpha / beta)   -0.454 / -0.556 hartree
Gap between HOMO and LUMO (alpha / beta)   0.2553 / 0.2786 Eh
LUMO (alpha / beta)   -5.418 / -7.561 eV
Multiplicity   3
Net charge   +1

Atom charges from the Löwdin analysis, given in e for atoms 1 to 8: atom 1 (C): 0.09, atom 2 (C): -0.01, atom 3 (C): 0.14, atom 4 (C): -0.03, atom 5 (C): 0.06, atom 6 (N): 0.12, atom 7 (H): 0.09, atom 8 (H): 0.18

Entry 3:
The following is a DFT calculation (ωB97M-V/def2-TZVPD) of C5H8O as an isolated structure.

Structure (XYZ):
```
14
C5H8O | the OMol25 dataset | ωB97M-V/def2-TZVPD
O -0.87 1.90 -0.13
C -0.77 0.69 0.57
C -1.14 -0.57 -0.26
C 0.34 -0.98 -0.41
C 1.54 0.64 -0.35
C 0.69 0.18 0.68
H -0.05 1.93 -0.67
H -1.31 0.79 1.51
H -1.66 -0.35 -1.19
H -1.70 -1.31 0.32
H 0.65 -1.95 -0.02
H 0.74 -0.85 -1.42
H 2.52 0.13 -0.25
H 1.02 -0.25 1.63
```

Calculated values
Energy relative to the best compared isomer or geometry (same formula, charge and spin)   4.496 eV
HOMO   -0.325 hartree
Gap between HOMO and LUMO   0.3543 Eh
LUMO   0.797 eV

Atom charges from the Löwdin analysis, given in e for atoms 1 to 8: atom 1 (O): -0.04, atom 2 (C): -0.37, atom 3 (C): -0.10, atom 4 (C): -0.13, atom 5 (C): 0.09, atom 6 (C): -0.30, atom 7 (H): 0.06, atom 8 (H): 0.14

| no. | DFT total energy (a.u.) |
| --- | --- |
| 1 | -404.76798 |
| 2 | -249.56068 |
| 3 | -270.39265 |